# 1
75
Properties=species:S:1:pos:R:3:forces:R:3 method="wB97M-V/def2-TZVPD" e_lumo_ha=0.023 e_above_lowest_kcal_mol=84.8 smiles="O=S1(=O)CCCC1.O=S1(=O)CCCC1.O=S1(=O)CCCC1.O=S1(=O)CCCC1.O=S1(=O)CCCC1" orbital_gap_ev=10.58
O -2.98742 -16.68541 -32.45908 -1.37 0.19 0.15
S -1.95065 -16.56763 -31.47952 0.57 0.46 0.67
O -1.98976 -17.28258 -30.20374 -0.26 1.13 -1.01
C -0.51928 -17.08449 -32.33311 2.33 0.71 -0.49
C 0.53884 -15.91456 -32.37224 -0.38 -0.23 1.43
C 0.09071 -14.87988 -31.25547 0.19 0.08 -1.46
C -1.42999 -14.78527 -31.27151 -0.31 -0.92 0.00
H -0.83898 -17.34536 -33.34200 0.12 -0.48 0.32
H -0.14493 -17.88283 -31.69232 0.10 -0.33 -0.60
H 1.56751 -16.20772 -32.16252 -0.18 -0.67 0.53
H 0.74823 -15.43641 -33.32912 -1.16 0.10 -0.24
H 0.51285 -13.96382 -31.66865 0.02 0.40 0.88
H 0.46303 -15.12434 -30.26062 0.15 0.01 -0.20
H -1.77019 -14.22727 -32.14386 -0.14 -0.32 -0.13
H -1.93700 -14.37167 -30.39973 0.30 -0.14 0.13
O -5.06315 -24.83849 -33.26071 -1.13 0.39 1.61
S -5.57919 -24.19096 -32.03745 3.35 0.63 0.33
O -4.56964 -23.98854 -30.92800 -3.05 -0.50 -2.43
C -6.35857 -22.62490 -32.61848 -0.18 0.06 2.21
C -7.88171 -22.92152 -32.56020 -0.32 0.75 -1.17
C -8.17588 -24.39818 -32.49112 0.79 -0.41 -0.23
C -7.13431 -24.94710 -31.50396 -0.64 0.06 -0.19
H -5.74165 -22.19655 -33.40844 -0.71 -0.63 -0.70
H -6.24850 -21.88503 -31.82565 0.56 -0.17 0.25
H -8.32037 -22.47344 -31.66864 0.31 0.26 0.05
H -8.44758 -22.52197 -33.40179 0.22 0.28 -0.07
H -8.05716 -24.81256 -33.49226 -0.11 -0.37 0.12
H -9.19614 -24.52034 -32.12744 0.10 -0.36 -0.08
H -7.06066 -26.03279 -31.44096 0.23 0.16 -0.05
H -7.44075 -24.51378 -30.55190 0.60 -0.17 0.34
O -0.04910 -21.66926 -38.29898 0.46 -1.59 0.32
S 0.09113 -22.97225 -37.64031 -0.79 1.12 -0.30
O 0.11114 -22.97431 -36.19808 0.15 -0.29 0.07
C -1.25018 -24.11331 -38.18122 0.75 0.16 -1.31
C -0.61568 -25.52072 -38.05513 -0.35 1.89 0.20
C 0.90092 -25.34824 -38.42340 0.42 -2.40 0.43
C 1.52671 -23.99811 -38.23687 -1.70 2.12 -0.78
H -1.47047 -23.90682 -39.22857 0.48 0.27 -0.25
H -2.20575 -23.85916 -37.72251 0.41 -0.26 0.81
H -0.83382 -25.77164 -37.01708 0.62 -0.70 -0.08
H -1.08272 -26.21290 -38.75575 0.02 -0.05 0.30
H 1.07793 -25.64471 -39.45727 -0.43 0.10 -0.12
H 1.43758 -26.13318 -37.89053 0.12 0.11 0.28
H 1.69970 -23.58264 -39.22961 0.18 0.18 0.03
H 2.40288 -23.73851 -37.64271 -0.31 -0.66 0.41
O 1.84900 -31.85507 -40.57805 -0.22 -2.68 0.74
S 2.02813 -33.29832 -40.24899 0.46 2.41 1.86
O 3.02866 -33.66247 -39.24850 -1.03 0.24 -0.72
C 0.40200 -34.13842 -39.84238 -0.50 0.23 0.36
C -0.14923 -34.55744 -41.20895 2.48 0.10 -0.26
C 1.21085 -35.10523 -41.88592 -1.89 -0.03 -1.73
C 2.36221 -34.11306 -41.75056 -0.70 -0.83 -0.37
H -0.18763 -33.51783 -39.16763 -0.06 0.78 -0.64
H 0.52248 -34.98964 -39.17232 0.90 -0.33 -0.42
H -0.97582 -35.26258 -41.29632 0.28 -0.16 0.58
H -0.43816 -33.69296 -41.80669 -0.02 0.20 0.15
H 0.95184 -35.12310 -42.94455 0.18 -0.33 -0.21
H 1.49832 -36.13117 -41.65590 -0.19 0.17 0.59
H 2.30796 -33.34613 -42.52320 0.28 -0.15 0.05
H 3.31241 -34.64442 -41.69713 0.03 0.42 0.00
O 1.30602 -29.82282 -34.84040 0.23 -0.40 -0.47
S 1.87331 -29.82663 -33.52432 -0.16 1.67 2.95
O 2.41272 -31.01644 -32.87817 -0.69 0.74 -0.80
C 3.12652 -28.46866 -33.33401 1.32 -1.85 -1.06
C 2.51580 -27.30146 -32.71683 -0.89 2.82 -0.33
C 1.52452 -27.78163 -31.70260 -1.12 -1.38 0.14
C 0.66133 -28.86560 -32.41800 0.29 0.09 -0.63
H 3.48725 -28.36224 -34.35707 0.25 0.29 0.14
H 3.92661 -28.80021 -32.67218 0.00 -0.65 -0.29
H 3.15620 -26.55107 -32.25325 0.89 -0.68 0.33
H 2.12826 -26.61439 -33.46905 -0.99 -0.38 -0.29
H 0.88092 -27.00143 -31.29620 0.11 -0.01 -0.02
H 2.10089 -28.23524 -30.89628 -0.18 -0.05 0.27
H -0.00442 -28.34673 -33.10768 0.23 0.02 -0.40
H -0.03579 -29.50158 -31.87242 0.68 -0.22 0.47

# 2
14
Properties=species:S:1:pos:R:3:forces:R:3 method="wB97M-V/def2-TZVPD" e_lumo_ha=0.029 e_above_lowest_kcal_mol=107.3 smiles="CN1CN=NN1N" orbital_gap_ev=9.18
C 1.30539 -0.43811 0.30139 -1.74 3.75 1.28
N 0.11202 -0.26979 -0.60256 1.32 -2.54 -0.79
C -0.85698 -1.41391 -0.34184 0.91 1.22 -0.16
N -1.98254 -0.75083 0.36829 0.08 -1.77 -0.28
N -1.79029 0.44688 0.37502 -0.74 2.42 0.86
N -0.70107 0.82708 -0.30489 0.91 1.39 -0.33
N -0.15198 2.10007 -0.08899 1.32 0.97 -2.86
H 1.64758 0.65848 0.59312 -0.20 -2.42 -0.71
H 0.80865 -0.80300 1.21049 1.30 -0.50 0.30
H 2.15244 -0.95760 -0.12053 -0.28 -0.40 -0.10
H -0.38641 -2.10510 0.37538 -0.29 -0.24 -0.67
H -1.18178 -1.86875 -1.28926 0.00 -0.01 0.49
H 0.64054 2.09828 0.54395 -0.32 -0.37 0.58
H 0.38443 2.47631 -1.01957 -2.27 -1.50 2.40

Sequential E output: -96034.568, -9633.387 eV